# C36H45F27O18

A 9-piece molecular cluster, C36H45F27O18 overall in a non-equilibrium geometry (ωB97M-V with the def2-TZVPD basis set, the OMol25 dataset).

Summary:
molar mass: 1278.68 g mol⁻¹
charge: 0
energy above the lowest of the compared OMol25 structures with the same formula, charge and spin: 19.3 kJ/mol
lowest unoccupied orbital energy: 0.37 eV
orbital gap: 11.482 eV
SMILES: CCOC(=O)C(F)(F)F.CCOC(=O)C(F)(F)F.CCOC(=O)C(F)(F)F.CCOC(=O)C(F)(F)F.CCOC(=O)C(F)(F)F.CCOC(=O)C(F)(F)F.CCOC(=O)C(F)(F)F.CCOC(=O)C(F)(F)F.CCOC(=O)C(F)(F)F

The geometry in XYZ format:
```
126
C36H45F27O18 ωB97M-V with the def2-TZVPD basis set
C 9.379 3.711 0.561
C 8.399 2.781 1.225
O 7.475 2.399 0.176
C 6.449 1.634 0.479
O 6.203 1.195 1.563
C 5.624 1.302 -0.781
F 5.952 2.076 -1.815
F 5.868 0.030 -1.145
F 4.330 1.413 -0.521
H 9.954 3.208 -0.213
H 10.033 4.222 1.263
H 8.804 4.487 0.046
H 7.790 3.241 2.001
H 8.896 1.882 1.587
C 0.620 -6.030 0.335
C -0.146 -5.146 1.309
O -0.538 -5.937 2.431
C -1.591 -5.570 3.099
O -2.230 -4.573 2.993
C -1.926 -6.612 4.194
F -1.185 -6.406 5.286
F -3.214 -6.522 4.506
F -1.683 -7.872 3.780
H -0.017 -6.822 -0.055
H 1.492 -6.501 0.794
H 0.985 -5.418 -0.490
H -1.004 -4.786 0.741
H 0.466 -4.298 1.610
C -3.479 -7.049 -0.326
C -4.626 -6.448 0.457
O -4.406 -5.053 0.620
C -5.473 -4.370 1.017
O -6.548 -4.830 1.245
C -5.152 -2.866 1.151
F -3.980 -2.683 1.771
F -5.068 -2.310 -0.066
F -6.095 -2.257 1.852
H -3.409 -6.525 -1.281
H -3.666 -8.098 -0.545
H -2.546 -6.936 0.220
H -4.742 -6.950 1.424
H -5.576 -6.687 -0.026
C 1.500 -1.158 -2.616
C 0.182 -0.418 -2.547
O 0.262 0.805 -1.817
C 0.676 1.879 -2.465
O 0.757 2.009 -3.648
C 0.976 3.042 -1.496
F 0.529 2.805 -0.261
F 2.295 3.243 -1.451
F 0.385 4.156 -1.929
H 1.883 -1.320 -1.607
H 2.233 -0.570 -3.169
H 1.329 -2.124 -3.085
H -0.604 -1.032 -2.108
H -0.198 -0.242 -3.559
C -1.726 3.913 -5.567
C -1.941 2.478 -6.044
O -3.221 1.964 -5.634
C -3.392 1.595 -4.388
O -2.628 1.737 -3.477
C -4.751 0.886 -4.182
F -4.601 -0.163 -3.379
F -5.608 1.740 -3.621
F -5.273 0.448 -5.334
H -1.526 3.880 -4.499
H -2.619 4.530 -5.714
H -0.987 4.413 -6.190
H -1.145 1.858 -5.631
H -1.932 2.448 -7.129
C -0.198 4.552 2.172
C -0.201 5.383 3.429
O -0.062 6.784 3.187
C 1.141 7.232 2.923
O 2.129 6.571 2.786
C 1.245 8.763 2.859
F 1.655 9.188 4.067
F 2.118 9.168 1.952
F 0.065 9.339 2.595
H -0.998 4.802 1.478
H -0.313 3.494 2.427
H 0.784 4.580 1.701
H 0.631 5.035 4.051
H -1.060 5.194 4.068
C -2.968 0.772 0.193
C -1.997 -0.278 0.729
O -0.795 0.340 1.174
C 0.255 -0.419 1.398
O 0.361 -1.578 1.146
C 1.406 0.414 1.996
F 2.433 0.483 1.138
F 1.044 1.661 2.282
F 1.845 -0.180 3.113
H -3.931 0.274 0.093
H -2.633 1.189 -0.754
H -3.057 1.586 0.916
H -1.804 -0.970 -0.093
H -2.486 -0.821 1.538
C 4.143 4.156 4.387
C 4.103 2.676 4.048
O 3.668 1.872 5.164
C 2.382 1.922 5.436
O 1.562 2.610 4.905
C 2.042 0.982 6.614
F 0.994 1.423 7.278
F 1.729 -0.239 6.113
F 3.080 0.807 7.426
H 3.237 4.695 4.129
H 4.990 4.620 3.881
H 4.311 4.264 5.463
H 5.057 2.274 3.729
H 3.368 2.531 3.254
C -3.313 -2.874 -6.826
C -2.887 -4.037 -5.943
O -3.256 -3.834 -4.583
C -2.317 -3.550 -3.696
O -1.152 -3.433 -3.929
C -2.900 -3.375 -2.279
F -3.191 -2.096 -2.069
F -4.027 -4.084 -2.121
F -1.999 -3.802 -1.398
H -2.943 -1.917 -6.455
H -4.403 -2.828 -6.847
H -2.926 -3.007 -7.833
H -1.820 -4.200 -6.085
H -3.415 -4.938 -6.252
```



# C36H45N7PS5W

C36H45N7PS5W as an isolated structure in a non-equilibrium geometry (ωB97M-V with the def2-TZVPD basis set, the OMol25 dataset).

Summary:
molar mass: 950.95 g mol⁻¹
charge: +1
spin multiplicity: 3
energy above the lowest of the compared OMol25 structures with the same formula, charge and spin: 203.4 kJ/mol
lowest unoccupied orbital energy (spin up / spin down): -2.27 / -2.85 eV
orbital gap (spin up / spin down): 6.714 / 6.137 eV

The geometry in XYZ format:
```
95
C36H45N7PS5W ωB97M-V with the def2-TZVPD basis set
W 1.035 0.225 0.263
S 2.321 1.868 -1.135
C 2.922 3.127 -0.085
C 3.765 4.111 -0.626
C 4.275 5.123 0.164
C 3.972 5.195 1.523
C 3.135 4.248 2.075
C 2.627 3.223 1.274
S 1.471 2.094 1.980
C 2.518 0.985 2.972
C 1.704 -0.242 3.263
C 1.812 -0.839 4.497
C 1.042 -1.954 4.788
C 0.165 -2.404 3.830
C 0.095 -1.764 2.599
C -0.860 -2.315 1.593
S -0.996 -1.323 0.105
C 1.568 -0.815 -1.544
C 1.048 -1.131 -2.795
C 1.858 -1.705 -3.773
C 3.205 -1.944 -3.514
C 3.742 -1.668 -2.257
C 2.908 -1.133 -1.287
S 3.318 -0.786 0.394
N 0.861 -0.701 2.297
H 4.007 4.057 -1.680
H 4.918 5.872 -0.282
H 4.376 5.989 2.138
H 2.871 4.291 3.127
H 2.811 1.482 3.893
H 3.399 0.764 2.373
H 2.505 -0.435 5.223
H 1.117 -2.446 5.749
H -0.475 -3.259 4.008
H -1.866 -2.380 2.013
H -0.537 -3.306 1.277
H -0.002 -0.958 -3.022
H 1.442 -1.951 -4.744
H 3.842 -2.339 -4.297
H 4.786 -1.865 -2.037
C -2.244 3.209 -3.084
N -3.008 2.040 -2.443
C -3.935 2.613 -1.354
N -3.218 3.429 -0.439
C -2.506 4.497 -1.136
N -1.566 3.950 -2.095
C -0.501 3.155 -1.438
P -1.083 1.632 -0.397
C -2.068 1.020 -1.873
C -2.364 2.670 0.483
H -2.985 3.822 -3.599
H -1.552 2.773 -3.803
H -3.581 1.593 -3.157
H -4.401 1.768 -0.847
H -4.689 3.199 -1.880
H -1.969 5.097 -0.404
H -3.227 5.130 -1.655
H 0.066 3.828 -0.791
H 0.189 2.823 -2.206
H -2.651 0.152 -1.593
H -1.355 0.735 -2.648
H -1.854 3.376 1.141
H -3.000 2.041 1.095
C -4.258 -1.618 -0.424
C -4.220 -1.008 0.962
C -5.363 -1.129 1.751
C -5.426 -0.587 3.023
C -4.319 0.069 3.530
C -3.153 0.203 2.781
C -1.972 0.899 3.416
C -3.098 -0.313 1.467
N -1.920 -0.047 0.704
H -5.059 -2.354 -0.478
H -3.329 -2.115 -0.695
H -4.470 -0.865 -1.190
H -6.221 -1.655 1.347
H -6.330 -0.681 3.612
H -4.349 0.482 4.532
H -1.464 0.225 4.114
H -2.298 1.772 3.986
H -1.247 1.217 2.674
C 4.461 -5.267 -2.219
N 3.608 -4.661 -1.208
C 2.273 -4.564 -1.130
S 1.602 -3.920 0.292
N 1.465 -4.941 -2.137
C 1.764 -5.271 -3.525
H 5.398 -5.546 -1.743
H 4.685 -4.581 -3.039
H 4.014 -6.172 -2.618
H 4.066 -4.212 -0.434
H 0.496 -4.869 -1.885
H 2.599 -4.686 -3.895
H 0.893 -5.014 -4.124
H 1.970 -6.332 -3.665
```



# C36H45N9

A 9-piece molecular cluster, C36H45N9 overall in a non-equilibrium geometry (ωB97M-V with the def2-TZVPD basis set, the OMol25 dataset).

Summary:
molar mass: 603.82 g mol⁻¹
charge: 0
energy above the lowest of the compared OMol25 structures with the same formula, charge and spin: 1154.9 kJ/mol
lowest unoccupied orbital energy: 0.53 eV
orbital gap: 8.488 eV
SMILES: c1cc[nH]c1.c1cc[nH]c1.c1cc[nH]c1.c1cc[nH]c1.c1cc[nH]c1.c1cc[nH]c1.c1cc[nH]c1.c1cc[nH]c1.c1cc[nH]c1

The geometry in XYZ format:
```
90
C36H45N9 ωB97M-V with the def2-TZVPD basis set
N -1.885 4.960 -0.730
C -1.621 5.061 0.634
C -0.422 5.519 0.823
C 0.135 5.803 -0.539
C -0.776 5.318 -1.469
H -2.835 4.576 -1.108
H -2.307 4.758 1.235
H 0.002 5.753 1.759
H 1.089 6.333 -0.909
H -0.852 5.588 -2.488
N 2.283 3.230 1.535
C 3.403 2.352 1.408
C 4.157 2.533 2.537
C 3.440 3.598 3.476
C 2.345 3.892 2.811
H 1.435 3.345 1.030
H 3.391 1.790 0.686
H 5.211 2.035 2.649
H 3.803 3.814 4.548
H 1.531 4.396 3.258
N -6.170 -2.804 0.574
C -5.749 -3.720 -0.418
C -4.735 -3.140 -1.116
C -4.361 -1.790 -0.352
C -5.323 -1.773 0.698
H -6.887 -3.098 1.316
H -5.981 -4.657 -0.261
H -4.187 -3.416 -1.962
H -3.666 -1.088 -0.777
H -5.445 -1.096 1.519
N 6.104 -0.918 -2.388
C 5.296 -1.137 -3.459
C 4.260 -0.258 -3.372
C 4.494 0.603 -2.185
C 5.705 0.115 -1.600
H 7.041 -1.335 -2.440
H 5.369 -1.873 -4.288
H 3.527 -0.159 -4.173
H 3.874 1.259 -1.919
H 6.236 0.494 -0.654
N 0.774 -3.646 0.888
C 0.072 -2.915 1.831
C -1.231 -2.999 1.501
C -1.209 -3.806 0.257
C 0.077 -4.117 -0.118
H 1.855 -3.776 1.054
H 0.502 -2.441 2.638
H -2.095 -2.341 1.947
H -2.158 -4.024 -0.295
H 0.521 -4.725 -0.843
N -1.368 -0.124 -3.557
C -2.007 -1.329 -3.673
C -2.769 -1.194 -4.739
C -2.534 0.193 -5.306
C -1.571 0.751 -4.544
H -0.685 0.114 -2.970
H -1.927 -2.157 -2.898
H -3.392 -2.114 -5.184
H -2.947 0.482 -6.157
H -1.117 1.603 -4.432
N 0.098 -0.567 -0.632
C 1.226 -0.348 -1.335
C 1.058 0.887 -1.837
C -0.164 1.545 -1.235
C -0.685 0.534 -0.495
H -0.085 -1.281 -0.126
H 2.000 -1.250 -1.199
H 1.670 1.317 -2.669
H -0.411 2.675 -1.191
H -1.657 0.732 0.136
N -3.738 1.110 5.414
C -4.835 0.603 4.789
C -4.871 0.888 3.599
C -3.592 1.711 3.279
C -2.986 1.838 4.458
H -3.595 1.157 6.460
H -5.763 0.020 5.403
H -5.597 0.626 2.832
H -2.847 2.067 2.485
H -2.103 2.506 4.788
N 3.584 -3.382 1.846
C 3.704 -2.224 1.155
C 3.926 -2.569 -0.175
C 4.253 -4.019 -0.220
C 4.034 -4.466 1.095
H 3.354 -3.210 2.873
H 3.583 -1.179 1.565
H 3.956 -1.986 -1.054
H 4.695 -4.665 -0.992
H 4.101 -5.368 1.667
```



# C36H47As3HfN2O3PSe2Te2

C36H47As3HfN2O3PSe2Te2 as an isolated structure in a non-equilibrium geometry (ωB97M-V with the def2-TZVPD basis set, the OMol25 dataset).

Summary:
molar mass: 1403.13 g mol⁻¹
charge: +1
energy above the lowest of the compared OMol25 structures with the same formula, charge and spin: 174.5 kJ/mol
lowest unoccupied orbital energy: -3.14 eV
orbital gap: 6.373 eV

The geometry in XYZ format:
```
97
C36H47As3HfN2O3PSe2Te2 ωB97M-V with the def2-TZVPD basis set
Hf 0.367 0.212 0.148
C 1.956 -0.362 -3.276
As 0.143 -0.591 -2.566
C -0.014 -2.435 -3.295
C -1.041 0.349 -3.878
C -0.759 1.773 -4.380
C 0.529 1.822 -5.212
C -0.697 2.797 -3.249
As 0.654 2.669 -1.809
C 0.117 4.419 -1.085
C 2.244 3.417 -2.706
C -1.899 2.194 -5.336
As -3.858 2.406 -4.944
C -4.052 2.592 -2.994
C -4.413 0.520 -4.997
H 1.990 -0.543 -4.348
H 2.594 -1.088 -2.769
H 2.357 0.625 -3.057
H -0.486 -2.412 -4.275
H -0.594 -3.091 -2.647
H 0.993 -2.836 -3.400
H -2.022 0.355 -3.395
H -1.102 -0.315 -4.742
H 1.410 1.666 -4.595
H 0.624 2.797 -5.694
H 0.508 1.061 -5.995
H -1.647 2.793 -2.710
H -0.577 3.794 -3.682
H 0.138 5.152 -1.891
H 0.809 4.742 -0.310
H -0.889 4.389 -0.669
H 1.932 4.110 -3.485
H 2.894 2.658 -3.138
H 2.819 3.958 -1.955
H -1.902 1.517 -6.197
H -1.631 3.176 -5.736
H -3.711 3.568 -2.651
H -3.563 1.806 -2.419
H -5.122 2.532 -2.792
H -4.013 0.023 -5.882
H -5.501 0.479 -5.053
H -4.102 -0.016 -4.103
Se 2.953 0.305 -0.016
Te 3.548 0.848 2.356
Te 1.772 -0.645 3.747
Se -0.395 -0.156 2.581
O -3.263 1.906 0.316
C -2.072 1.728 0.373
O -1.414 0.852 -0.360
C -1.215 2.548 1.304
C -1.817 3.367 2.235
C -1.002 4.117 3.068
C 0.371 4.056 2.887
C 0.885 3.220 1.910
N 0.116 2.442 1.154
H -2.895 3.392 2.295
H -1.430 4.742 3.840
H 1.048 4.640 3.495
H 1.950 3.161 1.729
O 1.144 -2.356 -0.404
N 1.132 -2.345 0.991
C 0.583 -3.342 1.548
C -0.143 -4.424 0.865
C 0.227 -5.749 1.079
C -0.450 -6.772 0.438
C -1.494 -6.466 -0.420
C -1.902 -5.150 -0.593
C -1.258 -4.104 0.064
P -1.894 -2.346 0.051
C -2.762 -2.298 1.673
C -3.573 -1.180 1.873
C -4.326 -1.054 3.027
C -4.280 -2.047 3.997
C -3.474 -3.156 3.806
C -2.714 -3.286 2.649
C -3.392 -2.605 -1.001
C -4.548 -3.203 -0.495
C -5.603 -3.522 -1.334
C -5.517 -3.271 -2.696
C -4.379 -2.670 -3.208
C -3.336 -2.320 -2.362
H 1.030 -3.269 -0.717
H 0.657 -3.352 2.632
H 1.057 -5.969 1.740
H -0.163 -7.801 0.609
H -2.010 -7.255 -0.951
H -2.743 -4.944 -1.239
H -3.637 -0.414 1.109
H -4.953 -0.182 3.164
H -4.876 -1.960 4.896
H -3.436 -3.937 4.554
H -2.100 -4.167 2.519
H -4.626 -3.437 0.557
H -6.489 -3.984 -0.919
H -6.337 -3.539 -3.349
H -4.303 -2.473 -4.270
H -2.466 -1.828 -2.768
```



# C36H47AsN2P2PdS3

C36H47AsN2P2PdS3 as an isolated structure (ωB97M-V with the def2-TZVPD basis set, the OMol25 dataset).

Summary:
molar mass: 847.28 g mol⁻¹
charge: 0
energy above the lowest of the compared OMol25 structures with the same formula, charge and spin: 74.8 kJ/mol
lowest unoccupied orbital energy (spin up / spin down): 0.16 / 0.16 eV
orbital gap (spin up / spin down): 6.689 / 6.687 eV

The geometry in XYZ format:
```
92
C36H47AsN2P2PdS3 ωB97M-V with the def2-TZVPD basis set
Pd 0.180 0.212 -0.919
S 2.488 0.046 -0.404
P 1.688 0.003 1.452
C 0.072 -0.283 1.179
P -1.568 -0.031 1.276
S -2.174 -0.224 -0.655
C -2.385 -1.232 2.379
C -2.480 -0.977 3.747
C -2.954 -1.960 4.605
C -3.338 -3.197 4.102
C -3.250 -3.455 2.741
C -2.768 -2.474 1.881
C -2.201 1.571 1.872
C -3.553 1.755 2.147
C -4.007 3.008 2.533
C -3.117 4.071 2.640
C -1.771 3.889 2.360
C -1.310 2.636 1.973
C 2.092 1.553 2.329
C 1.849 1.630 3.700
C 1.974 2.846 4.357
C 2.340 3.983 3.647
C 2.591 3.907 2.284
C 2.470 2.690 1.621
C 2.466 -1.275 2.482
C 1.653 -2.036 3.316
C 2.219 -3.008 4.133
C 3.591 -3.223 4.099
C 4.400 -2.474 3.252
C 3.839 -1.497 2.443
H -2.187 -0.006 4.131
H -3.029 -1.761 5.667
H -3.709 -3.956 4.779
H -3.552 -4.418 2.350
H -2.688 -2.657 0.816
H -4.239 0.921 2.056
H -5.057 3.162 2.752
H -3.480 5.046 2.942
H -1.080 4.720 2.436
H -0.269 2.470 1.732
H 1.556 0.740 4.246
H 1.785 2.912 5.420
H 2.432 4.931 4.164
H 2.875 4.795 1.735
H 2.644 2.616 0.555
H 0.579 -1.875 3.291
H 1.592 -3.604 4.783
H 4.031 -3.986 4.729
H 5.466 -2.661 3.225
H 4.451 -0.907 1.771
C -2.572 3.030 -2.426
N -1.516 2.519 -3.291
C -1.948 1.444 -4.179
C -0.216 2.593 -2.884
S 0.203 2.892 -1.286
N 0.712 2.443 -3.875
C 2.120 2.354 -3.539
C 0.451 2.883 -5.241
H -3.468 3.151 -3.037
H -2.281 3.993 -2.014
H -2.785 2.348 -1.602
H -2.540 0.724 -3.607
H -1.086 0.927 -4.586
H -2.559 1.831 -4.996
H 2.257 1.762 -2.639
H 2.557 3.344 -3.371
H 2.637 1.871 -4.370
H -0.533 3.336 -5.313
H 0.517 2.055 -5.952
H 1.196 3.632 -5.522
C 0.801 -3.633 -0.049
C -0.121 -3.548 -1.267
As 0.273 -1.953 -2.323
C 1.963 -2.477 -3.165
C 2.397 -1.386 -4.149
C -0.966 -2.189 -3.827
C -0.989 -3.574 -4.474
H 0.618 -4.549 0.519
H 0.628 -2.783 0.611
H 1.852 -3.624 -0.343
H -1.164 -3.462 -0.956
H -0.032 -4.426 -1.906
H 1.870 -3.451 -3.645
H 2.695 -2.570 -2.363
H 1.688 -1.292 -4.974
H 3.380 -1.600 -4.570
H 2.445 -0.429 -3.630
H -0.697 -1.424 -4.556
H -1.949 -1.920 -3.436
H 0.003 -3.862 -4.824
H -1.663 -3.587 -5.333
H -1.332 -4.331 -3.769
```



Values of E, in order: -5449.65163 -4181.26694 -1891.09675 -14170.71026 -5750.46151, all in Eh.